Formula: C20H15AgBr2N4O
Source: the Open Molecules 2025 dataset
Level of theory: ωB97M-V with the def2-TZVPD basis set

```
43
C20H15AgBr2N4O | the Open Molecules 2025 dataset | ωB97M-V with the def2-TZVPD basis set
Ag 0.000 0.162 0.156
N 0.000 -3.413 -0.447
C 1.283 -2.900 -0.302
C 2.320 -3.849 -0.226
C 3.616 -3.414 -0.110
C 3.871 -2.046 -0.065
C 2.796 -1.193 -0.140
N 1.520 -1.597 -0.266
C -1.283 -2.900 -0.302
C -2.320 -3.849 -0.226
C -3.616 -3.414 -0.110
C -3.871 -2.045 -0.065
C -2.796 -1.193 -0.140
N -1.520 -1.597 -0.266
H 0.000 -4.418 -0.472
H 2.088 -4.906 -0.249
H 4.425 -4.131 -0.048
H 4.872 -1.654 0.032
H 2.937 -0.121 -0.096
H -2.089 -4.906 -0.250
H -4.425 -4.130 -0.048
H -4.872 -1.653 0.033
H -2.937 -0.121 -0.096
C 0.000 2.593 -2.063
C 0.000 3.193 -0.687
C 0.000 4.588 -0.500
C 0.000 5.094 0.767
C 0.000 4.228 1.881
C 0.000 4.664 3.226
Br 0.000 6.514 3.645
C 0.000 3.747 4.241
C 0.000 2.377 3.977
Br 0.000 1.183 5.445
C 0.000 1.830 2.686
O 0.000 0.589 2.439
C 0.000 2.838 1.617
N 0.000 2.371 0.341
H 0.000 3.361 -2.834
H -0.880 1.961 -2.201
H 0.880 1.962 -2.201
H 0.000 5.243 -1.361
H 0.000 6.162 0.934
H 0.000 4.079 5.271
```

Values from the calculation:
Gap between HOMO and LUMO in eV: 6.822
2S+1: 1